(1)
The following is a quantum chemistry calculation of C30H51InN4O8P2SbSi3 as an isolated structure, from OMol25.

Computed properties:
- calculated total energy (Eh) = -3976.46401
- total charge = +1
- Kohn-Sham gap (eV) = 7.428

Last column: Löwdin charge in e.
Element x y z (Å)
H (-1.6444, -4.8037, 0.2032)  0.0334
C (3.8491, 1.3059, -0.5103)  -0.0341
C (-1.4139, -0.9891, 4.3968)  -0.1555
H (4.4837, 4.5650, -1.1567)  0.1093
H (3.3098, -2.3817, -3.2466)  0.0486
H (-5.0077, 2.8093, 0.3025)  0.1099
H (-0.9985, 0.0105, 4.3524)  0.0160
C (-1.0423, 3.7722, -4.8185)  -0.0915
O (-3.5303, 1.0001, 1.8387)  -0.0860
H (-3.6968, 3.8946, 3.6883)  0.0976
H (-0.4959, 4.0278, -1.4919)  0.1086
H (-2.0073, -3.9730, 4.1986)  0.0343
P (-0.4704, 2.5348, 2.2270)  0.3395
C (1.4298, -2.0191, 4.5214)  -0.1947
C (-0.9275, -3.8982, 4.3238)  -0.1734
C (-3.6134, -2.4005, 0.6259)  -0.0287
H (5.6622, 2.4395, -0.5691)  0.1165
H (2.2304, -2.5948, 4.0588)  0.0117
C (-1.2862, 1.7138, -3.6376)  -0.1056
H (-1.5712, -1.2409, 5.4472)  0.0472
P (-3.0723, 2.3480, 1.1632)  0.5352
H (-0.5183, 5.4265, -3.5738)  0.1315
C (-1.2891, -1.8260, 1.0224)  -0.3851
O (-4.4129, 3.1476, 0.9792)  -0.0465
H (-2.3945, -0.9923, 3.9189)  0.0288
H (-1.4310, 4.7294, -8.0193)  0.1250
H (2.0455, -4.4510, -0.7824)  0.0575
C (3.3489, -1.9784, 1.1413)  -0.3065
N (1.8532, 2.5041, -0.9740)  0.0337
C (-0.9152, -5.1238, 0.9455)  -0.1604
N (-1.4581, 4.1431, -7.2009)  0.1886
H (-2.4567, -3.1548, 2.2392)  0.0886
H (0.4375, -4.0614, -1.3772)  0.0448
C (2.4630, 1.3492, -0.6684)  -0.4888
H (-0.4913, -6.0662, 0.5912)  0.0476
C (-2.4685, -2.5015, 1.3838)  -0.0605
O (0.2992, 2.6479, 3.6098)  -0.0799
C (2.1254, 0.6126, -3.5696)  -0.1506
C (-0.7228, 3.5969, -2.4600)  -0.1016
O (-0.7848, 1.0834, 1.9235)  -0.4090
In (-0.3024, 1.3082, -0.4541)  0.8282
H (-1.2722, 4.7166, 1.2635)  0.0813
H (4.3387, 0.3749, -0.2711)  0.0917
H (-1.5051, 0.6550, -3.6155)  0.0986
H (3.8205, -2.1645, 2.1036)  0.0069
H (-1.4395, -5.3339, 1.8731)  0.0257
C (1.5552, 0.1564, -0.6053)  -0.5170
O (0.2302, 3.2154, 1.0849)  -0.2909
H (1.3520, -2.3527, 5.5573)  0.0439
C (-3.5953, -1.6113, -0.5165)  -0.0398
Si (1.7675, -0.7198, -2.2846)  0.4593
Si (-0.2353, -2.2621, 3.6840)  0.4588
H (3.1367, 1.0032, -3.4556)  0.0421
Si (0.5164, -3.9132, 1.0994)  0.4857
C (0.2431, -1.6620, -2.8590)  -0.1653
H (-4.5022, -2.9485, 0.9082)  0.1227
H (1.3577, -5.0954, 3.1449)  0.0255
H (2.0065, 4.5130, -1.3689)  0.1159
H (0.5465, -2.5259, -3.4502)  0.0484
H (-1.8268, 3.2146, -7.2870)  0.0927
H (-2.3923, -0.2448, -1.6252)  0.0929
C (1.1963, -3.7798, -0.6471)  -0.1816
H (-2.0891, 3.8718, 4.4325)  0.0925
O (-0.5911, 5.7998, -5.9425)  0.0852
C (-1.3347, 2.4169, -4.8285)  0.0215
C (-2.1102, 3.3546, 2.3554)  -0.5831
C (1.7919, -4.7194, 2.2206)  -0.1642
H (-0.3706, -1.0358, -3.5057)  0.0109
C (2.5650, 3.6140, -1.1384)  -0.1079
H (-4.4556, -1.5152, -1.1622)  0.1137
H (1.4455, 1.4607, -3.4970)  0.0106
H (2.0434, 0.1982, -4.5756)  0.0451
H (2.2074, -5.5774, 1.6898)  0.0486
C (3.2783, -1.8361, -2.3024)  -0.1615
H (0.9483, 3.3593, 3.6278)  0.1045
C (-1.0096, 4.6679, -6.0409)  -0.4888
C (-0.0078, -2.1627, 1.7438)  -0.5127
O (-2.3375, 2.1601, -0.1434)  -0.2968
C (4.5874, 2.4613, -0.6836)  -0.0362
H (-1.5814, 1.8782, -5.7317)  0.1159
C (3.9400, 3.6442, -1.0121)  -0.0416
H (2.6223, -4.0732, 2.4867)  0.0048
H (-0.4792, -4.7965, 3.9119)  0.0055
H (-0.3774, -2.0195, -2.0421)  0.0008
C (-2.4381, -0.9149, -0.7735)  -0.1642
H (3.1235, -2.9259, 0.6663)  -0.0261
H (3.3005, -2.5681, -1.5004)  -0.0044
N (-0.9789, 2.2844, -2.4762)  0.0046
H (1.5305, -2.7736, -0.8835)  -0.0456
H (4.1901, -1.2406, -2.2457)  0.0380
Sb (1.6541, -0.6662, 1.4672)  1.4946
N (-1.3281, -0.9802, -0.0257)  0.0416
O (-2.0292, 4.6776, 1.8690)  -0.0234
H (-2.9260, 2.3486, 4.0927)  0.0869
C (-0.7396, 4.3698, -3.6013)  0.0427
H (1.7254, -0.9702, 4.5364)  0.0176
H (-2.7524, 0.4500, 2.0352)  0.0573
H (4.0583, -1.4405, 0.5205)  -0.0137
H (-0.7404, -3.9110, 5.3990)  0.0435
C (-2.7480, 3.3607, 3.7327)  -0.0371

(2)
The following is a quantum chemistry calculation of a 2-piece molecular cluster, C32H43ClF5N4O10S3 overall in a non-equilibrium geometry, from OMol25.

Computed properties:
- calculated total energy (Eh) = -4370.25979
- total charge = -1
- Kohn-Sham gap (eV) = 5.770

Last column: Löwdin charge in e.
Element x y z (Å)
C (5.9861, 0.6855, -5.3252)  -0.0257
H (-6.4162, 2.9985, 2.9101)  0.0996
C (-3.6860, 3.8697, 2.6858)  -0.1432
N (-4.4126, 3.3563, 3.9069)  -0.1495
C (4.3829, -3.1099, -2.5423)  -0.1987
H (0.0883, -0.7411, -2.4471)  0.1799
N (3.0441, 1.1486, -4.2205)  0.0823
H (-1.1881, 5.7299, 7.3669)  0.0779
H (0.6323, 0.5105, 3.5969)  0.1087
O (-0.4488, 3.9085, 5.7410)  -0.2290
H (-0.4643, -0.7154, 4.4103)  0.1152
C (-3.0629, 2.9933, 0.1998)  -0.1925
H (5.3667, -4.3805, -1.0015)  0.1159
C (-6.2439, 2.4123, 5.2704)  -0.0857
H (4.3722, -2.9879, -3.6956)  0.1212
F (-2.6823, -3.6149, -6.9529)  0.0856
H (1.7888, -1.7213, -0.6244)  0.1341
C (3.8175, 0.0623, -3.7244)  -0.1053
H (-4.8655, 2.2614, 7.3134)  0.0798
H (-2.3942, 0.0130, 2.9307)  0.1247
C (-0.6912, -2.0310, -0.8624)  -0.2878
H (-3.8798, 1.7234, 1.9748)  0.1064
O (-0.6259, -3.4403, -3.7362)  0.1018
H (-7.2669, 1.9967, 5.5455)  0.0717
C (-0.9146, -3.6551, -2.5402)  -0.3413
N (-1.6899, -2.6293, -1.8206)  0.1585
S (-4.9166, -4.5426, -5.7617)  0.4445
C (-1.4527, 0.7844, 0.1171)  -0.4182
H (3.0317, 2.8349, -5.5858)  0.1055
H (3.4488, -3.7540, -2.3120)  0.1334
C (-3.3775, -0.0655, -0.8850)  -0.6353
C (-4.9931, 2.5523, 6.2103)  -0.0755
H (-2.8838, 3.3743, 5.6409)  0.0846
C (-0.5545, 1.4052, 5.2673)  -0.1735
F (2.2138, -1.7567, -3.3013)  -0.0003
C (3.1090, -0.8569, -2.5836)  -0.3686
C (-0.4263, 0.3680, 4.0538)  -0.1928
Cl (6.4088, -7.9912, -1.2879)  0.3009
H (-3.7024, 2.6284, -0.6949)  0.1054
H (1.3497, 4.7053, 6.4722)  0.1195
H (0.7063, 5.5441, 4.8689)  0.1238
C (-5.8139, 2.9324, 3.8722)  -0.0825
C (0.4411, 5.0462, 5.8622)  -0.2504
S (5.0328, -6.7858, -2.3357)  0.4454
H (6.6096, -3.3216, -1.9910)  0.1197
C (5.2374, -0.1901, -4.2648)  -0.0092
H (5.2361, -1.1147, -1.7080)  0.1198
H (-0.0188, 0.9667, 6.1980)  0.1166
C (3.6797, 1.9638, -5.1881)  -0.1254
F (-3.1962, -5.6408, -7.5239)  0.0866
C (-1.4664, 0.6759, 2.8292)  -0.1688
H (7.0454, 0.4966, -5.6902)  0.0874
H (-1.0526, 2.8376, 1.1517)  0.1041
H (0.2519, 1.1495, 1.4996)  0.1211
S (-4.3073, -0.1377, -2.2539)  0.7434
H (-2.9842, 4.1416, 0.0431)  0.1205
H (-2.5733, 3.9872, 2.9127)  0.1169
H (-2.0368, -1.9199, -2.4835)  0.0964
C (-1.5780, 2.4226, 0.2185)  -0.0879
O (-0.4181, -2.7354, 0.1368)  0.0753
H (3.9157, -1.9347, -0.7142)  0.1270
C (5.8295, -5.2511, -2.9993)  -0.2608
H (-1.6579, 1.4837, 5.5497)  0.0970
O (3.8083, -6.5057, -1.4970)  -0.3709
C (5.0912, 1.8947, -5.8081)  -0.0460
C (-3.9268, 3.1495, 5.2489)  -0.0921
C (-3.9352, 2.7849, 1.5260)  -0.2002
C (-3.2159, -4.7711, -6.4813)  -0.6236
C (5.6490, -3.9556, -2.0363)  -0.2129
H (5.2790, -5.0078, -3.9886)  0.1216
F (-0.4281, -4.8523, -1.9420)  0.0655
O (-5.7300, -4.0272, -6.8591)  -0.3557
O (2.3410, 0.0508, -1.7922)  -0.0698
H (1.6809, -0.0767, 0.1869)  0.1334
H (-0.7533, 7.0112, 6.0726)  0.0753
H (-4.0893, 4.8986, 2.3677)  0.1313
H (-1.0186, 2.8978, -0.6786)  0.1359
C (0.1589, 2.8277, 4.9950)  -0.2161
H (0.3692, 6.6977, 7.4925)  0.0724
O (4.5569, -7.6007, -3.5317)  -0.4042
O (-0.7544, 0.5660, -1.1031)  -0.0582
C (-0.6451, 0.4122, 1.4797)  -0.1338
H (-5.0440, 2.9063, 1.2080)  0.1085
O (-4.7410, -3.5892, -4.6694)  -0.3697
C (1.5257, -0.6188, -0.8018)  -0.0876
H (6.9367, -5.3913, -3.2926)  0.1168
N (-2.7918, 0.1070, 0.2536)  0.1149
H (0.0986, 3.0198, 3.8681)  0.1179
C (-0.0348, -0.6390, -1.2933)  -0.1664
H (1.2674, 2.7520, 5.3302)  0.1310
F (-2.3250, -5.2505, -5.5786)  0.0857
H (-1.7185, 1.8014, 2.9361)  0.0872
C (4.2424, -1.6675, -1.7880)  -0.0858
H (-0.1897, -0.6311, 1.4878)  0.1130
O (-5.3236, -5.8705, -5.3135)  -0.3518
C (-0.3360, 6.1701, 6.7479)  -0.0914
H (5.4891, 2.6595, -6.5743)  0.0914
H (5.8243, -1.0973, -3.8702)  0.0844

(3)
The following is a quantum chemistry calculation of a 5-piece molecular cluster, C43H88ClFIN2O12 overall in a non-equilibrium geometry, from OMol25.

Computed properties:
- calculated total energy (Eh) = -3560.31002
- total charge = +1
- Kohn-Sham gap (eV) = 7.774

Last column: Löwdin charge in e.
Element x y z (Å)
C (3.3091, 1.0784, 0.4455)  -0.1636
C (2.3609, 0.4869, 1.6929)  -0.6049
O (1.2625, -4.7744, 5.0147)  -0.1908
H (0.9741, 3.9180, -7.9537)  0.1776
C (-2.3570, 0.0433, 4.1847)  -0.0986
H (-4.1090, -0.5708, -1.8754)  0.1152
H (0.9877, -6.3559, 2.9242)  0.0880
C (-3.5376, 0.0158, -1.0391)  -0.1965
H (-3.6236, 2.5616, 0.3203)  0.1249
H (-5.0378, -3.8208, 0.9344)  0.0855
F (1.5549, 4.5947, -2.8240)  -0.0461
H (1.2065, 4.1736, 1.5968)  0.0606
H (-1.6586, -3.0429, -0.9109)  0.1220
O (-1.5381, 1.1837, 4.4201)  -0.2195
H (2.7630, -5.2788, 6.3445)  0.0899
H (-2.6675, 3.4198, 6.6784)  0.1251
H (1.5698, -1.1139, -3.9716)  0.1077
H (-2.9360, 0.1865, 3.2685)  0.0686
C (1.7252, -3.8958, 2.7780)  -0.2041
C (-5.9081, -3.3897, 0.4325)  -0.1038
H (-2.3385, -0.3935, 7.9453)  0.0920
H (4.1026, 1.7266, 0.9911)  0.0938
H (-5.8295, 5.8326, -3.6817)  0.0886
C (-2.1461, 2.5028, 6.3889)  -0.1908
H (6.9770, -2.1566, 0.9595)  0.0779
H (3.1199, -0.1432, 2.3640)  0.1357
H (-7.3417, 6.5823, -2.7505)  0.1006
N (0.9373, 2.3300, -2.7783)  0.0501
C (2.1472, 3.2106, -2.6512)  -0.2524
H (-1.0932, 0.6366, -2.6947)  0.1437
I (3.9675, 4.6690, 1.4805)  0.9043
H (1.6821, -6.5982, 5.8467)  0.0926
C (-5.2878, -3.9257, -1.7908)  -0.1915
O (-7.3366, 4.6402, -0.8098)  -0.0262
H (-3.0329, -0.1513, 5.0228)  0.0908
O (-2.7581, 1.4302, 7.1133)  -0.1905
H (1.5332, 1.6871, -0.3393)  0.1444
H (5.2589, 2.7540, -0.5034)  0.1023
C (1.1814, 0.8576, -2.6819)  -0.4048
H (-5.5832, 7.0502, -2.2403)  0.0995
C (4.6203, 3.0418, -1.4735)  -0.1755
H (2.6418, 5.3815, -0.7387)  0.0868
H (1.1715, 6.5911, 0.3547)  0.0936
H (7.2856, -5.9118, -0.3872)  0.0854
C (-2.2953, 2.3088, 4.8765)  -0.1907
H (4.9278, 6.6761, -1.7652)  0.0945
H (-3.0553, -1.5633, 0.5356)  0.1147
C (4.7593, 5.6997, -2.4276)  -0.0326
H (1.0846, -6.0182, 1.1700)  0.0873
Cl (1.0288, -0.6663, 1.1631)  0.6550
O (2.6130, 4.2075, -6.2760)  -0.1587
H (7.1721, -3.2521, -0.4426)  0.0830
H (2.3147, -7.0304, 1.9571)  0.0942
H (-3.3504, 2.2124, 4.5938)  0.1278
H (6.4407, -7.0419, -1.4872)  0.0887
H (1.3644, 1.1005, 3.6472)  0.1037
H (4.9623, 2.1979, -2.2495)  0.1226
H (1.9756, 2.1959, -5.9997)  0.1232
H (2.2693, 0.4333, -4.7663)  0.0684
C (-8.5730, -3.5352, -1.8125)  -0.1078
C (5.0368, -4.0758, 0.7394)  -0.1912
H (8.2518, -3.3944, 0.9583)  0.0921
C (-1.8039, 0.4937, 7.5986)  -0.1090
C (1.3865, 0.0596, -4.0974)  -0.0532
H (-5.6647, -0.0435, -0.1167)  0.1161
C (-5.1773, 2.6947, -1.4217)  -0.1888
H (-6.2838, -2.5579, 1.0348)  0.0876
C (2.5248, 0.5974, -1.7790)  -0.0586
O (5.6084, -5.1522, -1.3822)  -0.1993
H (-0.3541, 0.8073, -0.9697)  0.0858
N (2.5428, 1.6821, -0.6797)  -0.0496
H (0.5962, -1.9035, -1.3482)  0.0895
H (-2.9550, 0.9578, -1.4660)  0.0903
C (2.9911, 3.0554, -1.2122)  -0.2513
H (2.9292, -3.5920, 4.5710)  0.1273
H (-1.8912, 3.1905, 4.3686)  0.1184
H (0.3468, 3.4875, -0.0442)  0.0992
C (0.3409, 5.7510, 0.1998)  -0.1054
H (3.5981, 1.9763, -4.0154)  0.1186
O (-5.5267, -2.8819, -0.8416)  -0.2261
C (1.0828, 4.2677, 0.4222)  -0.3053
H (0.6701, -3.9923, 2.4952)  0.1263
H (2.3757, -0.4956, -1.3215)  0.1360
H (-0.2713, -1.8853, -3.0174)  0.1180
C (2.2167, -5.7109, 5.5000)  -0.1045
C (-6.4682, -4.0812, -2.7550)  -0.1901
H (4.9840, -6.2132, 0.3082)  0.1294
H (-4.4020, -3.6356, -2.3652)  0.1081
H (4.3414, -4.1542, 1.5800)  0.0987
H (0.2273, 2.6624, -2.0637)  0.1273
C (3.0228, 3.0230, -4.0180)  -0.0417
H (0.7779, 2.1163, 2.1733)  0.0777
H (0.3893, 0.1789, -4.7373)  0.1208
H (-1.0974, 0.1899, 6.8194)  0.0796
H (0.9613, 3.5732, -5.0935)  0.1350
H (-6.2069, -4.8255, -3.5127)  0.1241
C (-4.6990, 2.1296, 0.0438)  -0.1764
H (-6.6978, -4.1424, 0.3498)  0.0884
C (7.2274, -3.1758, 0.6481)  -0.1137
H (2.1294, -3.0141, 2.2700)  0.0713
C (1.7506, 1.6548, 2.6628)  -0.1436
C (-2.4218, -0.8950, -0.2220)  -0.2209
H (-1.0913, 2.6126, 6.6696)  0.1242
O (2.4825, -5.0209, 2.3215)  -0.2315
O (-4.9597, 4.1551, -1.4118)  -0.1180
H (-9.3211, -3.9222, -1.1168)  0.0919
C (6.7482, -6.0038, -1.3358)  -0.1073
H (3.5295, 0.5487, -2.3767)  0.1468
H (3.7589, -5.2477, -0.5308)  0.1210
H (-1.2576, 0.9259, 8.4431)  0.0894
C (2.0274, 3.1720, -5.3582)  -0.1487
H (6.5222, 4.3901, -1.9588)  0.1343
H (-1.6779, -0.2505, 0.4103)  0.0735
H (-5.4765, 2.4974, 0.8370)  0.1232
H (-1.7058, -0.8257, 4.0557)  0.0865
O (1.1075, 5.9431, -7.0069)  -0.0384
H (2.5264, 2.4494, 3.0306)  0.0480
H (-0.5720, 5.9081, 0.9147)  0.0927
H (4.8435, -3.1234, 0.2304)  0.1142
C (-6.2494, 6.1407, -2.6292)  -0.0262
H (4.1871, 5.8852, -3.4496)  0.0917
C (1.8744, -3.7018, 4.2903)  -0.1885
H (-5.0649, -4.8726, -1.2848)  0.1284
C (4.8037, -5.2604, -0.2038)  -0.1881
C (2.5832, 4.3027, -0.2304)  -0.5588
H (-2.4747, -1.9725, -2.2287)  0.1049
H (-4.5724, 2.2657, -2.3355)  0.1292
C (-4.6484, 0.4898, 0.1172)  -0.1850
C (-0.2144, 0.2493, -1.9870)  -0.1498
H (3.9128, 0.1157, 0.0739)  0.1550
H (7.4240, -5.7166, -2.1462)  0.0904
H (-8.0997, -2.6581, -1.3593)  0.0809
H (0.0651, 5.7971, -0.9505)  0.0881
H (-6.6823, -3.1369, -3.2708)  0.1250
H (-4.2723, 0.1806, 1.1913)  0.0956
H (3.8525, 3.8214, -4.2156)  0.1197
C (-6.2340, 4.8833, -1.5318)  -0.2844
H (2.9232, -6.0148, 4.7208)  0.0846
O (-7.6319, -4.5680, -2.0777)  -0.1911
C (1.6636, -6.1614, 2.0861)  -0.0931
H (1.3531, -2.7848, 4.5798)  0.1187
C (5.3252, 4.4245, -1.9532)  -0.1680
O (6.3585, -4.1015, 1.2892)  -0.1866
H (-9.0751, -3.2446, -2.7408)  0.0893
H (-6.2944, 2.3679, -1.5678)  0.1445
C (1.4907, 4.6450, -7.1605)  -0.1214
C (-0.2969, -1.3748, -1.9375)  -0.2106
C (-1.7371, -1.9236, -1.2912)  -0.1939

(4)
The following is a quantum chemistry calculation of a 2-piece molecular cluster, C11H18O overall in a non-equilibrium geometry, from OMol25.

Computed properties:
- relative energy (zero: lowest compared OMol25 entry of this formula, charge and spin) (eV) = 3.730
- calculated total energy (Eh) = -505.04359
- SMILES string = Cc1ccc(O)cc1.CC(C)C
- Kohn-Sham gap (eV) = 8.922

Last column: Löwdin charge in e.
Element x y z (Å)
H (1.4126, 0.4731, 0.0375)  0.0597
H (0.3142, 2.6137, 2.8962)  0.0745
H (1.1379, -2.9633, -3.1026)  0.1043
C (-2.4321, -1.3826, -1.8641)  -0.0562
C (2.5974, 2.6551, 1.6097)  -0.0972
C (-0.1638, -2.1758, -1.5248)  -0.3406
H (2.6312, 3.8021, 1.7756)  0.1066
H (-1.6374, -2.2613, 1.4222)  0.1228
C (-0.2604, -2.0134, -0.1388)  -0.0819
C (-2.6573, -1.6457, -0.5350)  -0.1916
C (0.8317, 0.9498, 0.8039)  -0.1085
H (-3.0747, -0.9134, -2.5280)  0.0914
H (-0.8942, 2.6664, 1.6498)  0.0716
H (-1.0194, -1.7487, -3.4490)  0.1208
O (-3.9839, -1.0920, -0.1054)  -0.0700
H (-4.5506, -0.9710, -0.9572)  0.1234
H (-0.3124, 0.8458, 0.7820)  0.0916
C (1.0569, -2.6559, -2.0305)  -0.1056
C (-1.2163, -1.8415, -2.3687)  -0.0355
H (2.5862, 2.2716, 2.5898)  0.0417
H (0.7819, -2.1815, 0.3370)  0.1550
C (-1.5304, -2.0129, 0.3421)  -0.0151
H (1.8634, -2.1403, -1.5939)  0.0567
H (3.3987, 2.1377, 1.0955)  0.0669
C (0.1138, 3.0811, 1.9176)  -0.1087
H (1.1083, 3.0520, 0.0143)  0.1387
C (1.1960, 2.4407, 0.9756)  -0.4672
H (1.7316, -3.4909, -1.6457)  0.1103
H (0.9361, 0.3089, 1.6587)  0.0630
H (0.0349, 4.1923, 1.9362)  0.0790